{"formula": "C64H128O25", "method": "ωB97M-V/def2-TZVPD", "homo_lumo_gap_ev": 9.3, "homo_energy_ev": -8.925, "total_charge": 0, "elements": ["C", "C", "C", "O", "C", "H", "H", "H", "H", "H", "H", "H", "H", "C", "C", "C", "O", "C", "H", "H", "H", "H", "H", "H", "H", "H", "C", "C", "C", "O", "C", "H", "H", "H", "H", "H", "H", "H", "H", "C", "C", "C", "O", "C", "H", "H", "H", "H", "H", "H", "H", "H", "C", "C", "C", "O", "C", "H", "H", "H", "H", "H", "H", "H", "H", "C", "C", "C", "O", "C", "H", "H", "H", "H", "H", "H", "H", "H", "C", "C", "C", "O", "C", "H", "H", "H", "H", "H", "H", "H", "H", "C", "C", "C", "O", "C", "H", "H", "H", "H", "H", "H", "H", "H", "C", "C", "C", "O", "C", "H", "H", "H", "H", "H", "H", "H", "H", "C", "C", "C", "O", "C", "H", "H", "H", "H", "H", "H", "H", "H", "C", "C", "C", "O", "C", "H", "H", "H", "H", "H", "H", "H", "H", "C", "C", "C", "O", "C", "H", "H", "H", "H", "H", "H", "H", "H", "C", "C", "C", "O", "C", "H", "H", "H", "H", "H", "H", "H", "H", "C", "O", "C", "O", "O", "C", "H", "H", "H", "H", "H", "H", "C", "O", "C", "O", "O", "C", "H", "H", "H", "H", "H", "H", "C", "O", "C", "O", "O", "C", "H", "H", "H", "H", "H", "H", "C", "O", "C", "O", "O", "C", "H", "H", "H", "H", "H", "H"], "coordinates": [[1.1684, 1.9261, -2.8544], [1.8831, 3.2735, -3.0129], [3.3169, 2.9033, -3.1921], [3.5264, 1.5151, -2.9127], [2.3634, 1.1538, -2.1557], [1.0232, 1.3078, -3.7889], [0.1976, 2.0077, -2.3336], [1.7680, 3.8800, -2.1325], [1.5391, 3.8125, -3.9334], [4.0511, 3.5477, -2.7104], [3.5293, 3.0484, -4.2544], [2.5809, 1.4936, -1.1462], [2.2314, 0.0686, -2.1880], [-4.2211, -4.1090, 2.4339], [-3.7702, -2.8739, 3.1723], [-2.3134, -3.1060, 3.3500], [-1.9185, -4.2707, 2.6929], [-2.8927, -4.6282, 1.7885], [-4.9735, -4.0008, 1.6684], [-4.4386, -4.9567, 3.1274], [-4.2679, -2.7788, 4.1269], [-3.8426, -1.9657, 2.5679], [-2.0028, -3.1529, 4.3690], [-1.7878, -2.2510, 2.8980], [-2.8133, -5.7048, 1.6428], [-2.7114, -4.1262, 0.8189], [-3.4684, -2.3748, -1.8851], [-4.2390, -3.6344, -2.2281], [-5.7151, -3.1205, -2.3646], [-5.7555, -1.8374, -1.6696], [-4.4971, -1.5981, -1.0750], [-3.2130, -1.8299, -2.7969], [-2.5643, -2.4827, -1.2599], [-4.0877, -4.3299, -1.3780], [-3.8116, -4.1635, -3.0922], [-6.4348, -3.7790, -1.9065], [-6.0966, -3.0059, -3.3650], [-4.5952, -1.9326, -0.0572], [-4.3734, -0.5061, -1.0555], [1.3525, 2.5480, 5.0859], [1.1063, 3.4626, 6.2948], [0.0688, 4.4076, 5.7040], [0.7243, 4.7768, 4.4567], [1.1247, 3.5138, 3.8057], [0.6162, 1.7705, 5.1276], [2.3693, 2.2145, 5.2382], [2.0038, 4.0948, 6.5657], [0.8303, 2.8885, 7.1745], [-0.1673, 5.3729, 6.1660], [-0.8833, 3.8961, 5.5231], [1.9762, 3.6209, 3.1872], [0.3221, 3.0891, 3.1796], [-3.4735, 2.9404, -3.8479], [-4.2839, 2.2970, -2.7034], [-3.2581, 2.1133, -1.6600], [-2.2026, 3.0959, -1.8338], [-2.0936, 3.2528, -3.2966], [-3.9313, 3.8320, -4.2790], [-3.4361, 2.2226, -4.6397], [-4.8248, 1.4378, -2.9794], [-5.0628, 2.9805, -2.3367], [-2.6896, 1.1329, -1.7892], [-3.5148, 2.2395, -0.6296], [-1.3136, 2.5566, -3.7556], [-1.8097, 4.2557, -3.5200], [2.3696, -3.9348, 4.6383], [2.8984, -2.5781, 5.2276], [1.7054, -1.6378, 5.0881], [0.7219, -2.2321, 4.2609], [1.3374, -3.4242, 3.6858], [1.9053, -4.6163, 5.3950], [3.2040, -4.5044, 4.1637], [3.8202, -2.2691, 4.6373], [3.2045, -2.6892, 6.2747], [1.8099, -0.5738, 4.7034], [1.1497, -1.3915, 6.0382], [1.7251, -3.1752, 2.7096], [0.5146, -4.1658, 3.6061], [3.8546, -0.0760, 2.4886], [4.5993, 0.4898, 1.2608], [5.2142, 1.7977, 1.8542], [5.6863, 1.3420, 3.1185], [4.9378, 0.1525, 3.5413], [3.4754, -1.0780, 2.5362], [3.0404, 0.6010, 2.8130], [3.8363, 0.6278, 0.4296], [5.4230, -0.2095, 0.9912], [4.4669, 2.6806, 1.9501], [6.0867, 2.1741, 1.3274], [4.4499, 0.2739, 4.5147], [5.6948, -0.6005, 3.6286], [5.9317, -4.2219, 0.9808], [5.7649, -5.7314, 1.2693], [5.0150, -6.3321, 0.0859], [4.4453, -5.2124, -0.5997], [4.6323, -4.0009, 0.1108], [6.8273, -4.1880, 0.3316], [6.0553, -3.6087, 1.8777], [5.2341, -5.8604, 2.2058], [6.7457, -6.2123, 1.3568], [4.1901, -6.9484, 0.5013], [5.6336, -6.9993, -0.5530], [3.7210, -3.7590, 0.7439], [4.7510, -3.2020, -0.6055], [-4.3829, 3.4114, 3.2553], [-5.1289, 2.3166, 2.4345], [-4.2035, 1.0491, 2.5417], [-3.1141, 1.5103, 3.3789], [-3.6058, 2.5495, 4.2169], [-5.0667, 4.0135, 3.7925], [-3.7605, 4.0371, 2.6421], [-5.3984, 2.7360, 1.4785], [-6.0205, 2.0724, 3.0014], [-3.7708, 0.7673, 1.5638], [-4.6728, 0.1907, 3.0471], [-2.7210, 3.0331, 4.5671], [-4.2607, 2.1987, 5.0242], [-7.4403, -1.7047, 1.3531], [-7.4525, -0.1482, 1.1265], [-7.9392, 0.2732, 2.5391], [-8.7950, -0.7051, 2.9701], [-8.6154, -1.9704, 2.3202], [-6.4348, -2.0557, 1.7443], [-7.5351, -2.2868, 0.4408], [-8.2485, 0.0820, 0.4477], [-6.4558, 0.1752, 0.7126], [-8.4902, 1.2399, 2.4618], [-7.1156, 0.4655, 3.2228], [-9.4943, -2.2085, 1.7738], [-8.2944, -2.7271, 3.0577], [6.6854, -1.3623, -2.2439], [5.9949, -0.0173, -2.0181], [6.3110, 0.7554, -3.2878], [7.6503, 0.3206, -3.7058], [7.8611, -1.0546, -3.2064], [6.0182, -2.0466, -2.7472], [6.9671, -1.7201, -1.2529], [6.4452, 0.4538, -1.1213], [4.9159, -0.0832, -1.8427], [6.4162, 1.7913, -3.0788], [5.6368, 0.6168, -4.1308], [8.8286, -1.0358, -2.6343], [7.9947, -1.8059, -3.9665], [-0.6583, 1.0089, 0.5384], [0.6018, 0.6264, 1.2640], [1.1620, -0.5663, 0.5207], [0.1190, -1.0294, -0.3641], [-1.0759, -0.3865, 0.0755], [-0.5337, 1.7158, -0.3419], [-1.4075, 1.5747, 1.0528], [0.4058, 0.3908, 2.3285], [1.2060, 1.4556, 1.2079], [1.4515, -1.3739, 1.1481], [2.0389, -0.1780, -0.0899], [-1.5548, -0.8949, 0.9849], [-1.7818, -0.3660, -0.6968], [-0.9564, -5.2016, -1.7611], [0.4372, -4.7977, -1.1835], [0.2687, -5.4252, 0.2485], [-0.7057, -6.4205, 0.2946], [-1.2374, -6.5071, -1.0997], [-0.8744, -5.2683, -2.8822], [-1.7189, -4.3515, -1.6152], [0.4655, -3.7098, -1.0295], [1.2802, -5.1716, -1.7563], [-0.0487, -4.6195, 0.9088], [1.1865, -5.8666, 0.6533], [-2.2742, -6.8402, -1.0955], [-0.5656, -7.2605, -1.5669], [-4.9404, 6.1372, -1.4722], [-4.7811, 7.5812, -1.3754], [-3.6369, 8.1629, -1.6182], [-2.5777, 7.5974, -1.6084], [-3.7624, 9.4583, -1.8068], [-2.5366, 10.2321, -1.9354], [-4.7840, 5.6767, -0.4730], [-4.2434, 5.7268, -2.2647], [-6.0368, 5.9456, -1.7330], [-1.8902, 9.7560, -2.6780], [-2.1590, 10.3082, -0.9453], [-3.0189, 11.1448, -2.2407], [0.3085, -1.8717, -3.5394], [0.2615, -1.3645, -4.9466], [-0.6332, -0.3775, -5.2095], [-1.3267, 0.1473, -4.3619], [-0.5870, -0.1610, -6.5219], [-1.3845, 0.9625, -7.0384], [0.0887, -1.0638, -2.8403], [1.3179, -2.2529, -3.3202], [-0.3806, -2.7282, -3.3725], [-1.1484, 1.8890, -6.5042], [-2.4315, 0.7447, -6.8272], [-1.2506, 1.1168, -8.1160], [5.8097, -4.6805, -3.9665], [5.8107, -3.4478, -4.6727], [4.6187, -2.8782, -4.7687], [3.5458, -3.2968, -4.3774], [4.7476, -1.7137, -5.3472], [3.5342, -1.1280, -5.8463], [5.1766, -5.4116, -4.5036], [5.4148, -4.6028, -2.9097], [6.8847, -4.9509, -4.0106], [3.0167, -1.8825, -6.4774], [3.8941, -0.1992, -6.3628], [2.8598, -0.8089, -4.9870], [-0.2697, 5.2720, 0.2978], [1.0183, 5.7187, 0.6168], [1.9055, 4.7351, 0.7070], [1.7364, 3.5917, 0.3019], [3.0749, 5.1530, 1.2659], [3.0379, 6.3880, 2.0631], [-0.7257, 4.7785, 1.1688], [-0.3986, 4.6057, -0.5774], [-0.9482, 6.0622, -0.0097], [2.6878, 7.2602, 1.4534], [4.0676, 6.5376, 2.2869], [2.4950, 6.3283, 3.0486]], "forces_ev_per_angstrom": [[1.2, -1.2, 0.3], [-1.2, 0.1, -1.2], [1.5, 0.1, -1.9], [-1.1, 0.4, 0.1], [-0.6, 0.0, -0.3], [0.0, 1.2, 0.6], [0.7, -0.3, 0.0], [-0.5, 0.2, 0.3], [0.1, -0.2, 1.0], [-0.1, -0.1, 0.7], [0.3, -0.3, -0.1], [-0.6, 0.0, 0.4], [0.1, 0.1, 0.0], [1.1, -2.2, -0.3], [-0.8, 0.1, -0.4], [1.6, 1.4, -0.2], [1.0, -0.6, 0.7], [-1.0, 0.4, -0.9], [-0.5, 0.1, 0.0], [-0.5, 0.9, -0.3], [-0.3, 0.3, 0.1], [-0.7, -0.1, 0.1], [0.3, -0.2, 0.8], [0.2, -0.1, 0.2], [-0.3, 0.0, -0.1], [-0.1, -0.1, 0.0], [0.2, 0.9, 0.5], [0.0, -0.5, 0.3], [0.8, 0.2, 0.9], [-0.4, -0.8, -1.2], [-0.4, 0.7, -0.4], [0.1, 0.1, 0.1], [-0.3, -0.3, -0.5], [-0.6, 0.2, -0.3], [-0.5, 0.3, 0.0], [-0.1, -0.4, 0.5], [0.4, 0.4, -0.6], [0.5, -0.3, 0.8], [0.3, -0.2, -0.1], [0.5, 1.7, -0.4], [0.3, 1.2, 0.1], [0.6, 0.6, -0.8], [-0.3, -1.2, -0.9], [-1.4, -0.7, 2.9], [-0.1, -0.7, -0.3], [0.2, -0.7, -0.7], [-0.8, -0.8, -0.4], [-0.3, 0.0, 0.1], [0.3, -0.4, 0.3], [0.0, -0.1, -0.2], [1.0, 0.5, -0.3], [0.0, 0.3, 0.3], [-0.6, 0.0, -0.3], [-0.5, 2.4, 0.1], [3.3, -1.5, 0.5], [-0.6, 0.3, -1.8], [0.6, -1.4, 0.5], [-0.2, 0.0, 0.3], [0.3, -0.4, -0.6], [-0.3, -1.4, -0.4], [0.2, 0.1, -0.1], [-1.1, 0.7, 0.2], [-0.7, -0.2, 0.6], [-1.0, 0.7, 0.9], [0.3, 0.8, 0.1], [0.9, 0.2, 0.8], [1.0, -0.4, -0.2], [-1.6, 2.5, 0.8], [0.9, -1.5, -0.5], [-2.2, -0.5, 0.0], [0.4, 0.8, -0.4], [-0.7, 0.4, 0.2], [-1.2, -0.1, 0.7], [0.0, 0.1, -0.3], [1.0, -1.2, 0.1], [0.9, -0.7, -0.3], [0.3, 0.0, -0.5], [0.4, 0.5, -0.5], [1.1, 1.6, 0.9], [-1.5, 0.2, -0.7], [-1.2, -0.1, 0.1], [-0.7, -0.3, 0.8], [-0.1, 1.1, 0.0], [0.0, -0.6, -0.6], [0.1, -0.3, -0.6], [1.4, 0.0, 0.7], [-0.6, 0.5, -0.1], [0.9, -1.5, -0.1], [0.0, -0.1, -0.3], [0.4, 0.4, 0.1], [0.2, -0.9, 0.0], [-0.7, -1.2, -1.4], [1.1, 0.1, 0.5], [-0.9, 0.0, 0.9], [0.2, -0.3, -0.7], [0.3, 0.1, 1.4], [-0.4, 0.7, 0.2], [-0.1, 0.0, -0.3], [-0.2, -0.2, 0.1], [-0.2, 0.1, 0.3], [0.3, 0.1, -0.5], [-0.3, 0.8, 0.0], [0.9, -0.3, -0.4], [0.0, 0.2, -0.3], [-0.4, -1.3, -0.2], [0.4, 0.0, 1.3], [0.6, 1.4, -0.2], [-0.2, -0.9, -0.1], [0.2, -0.1, -1.2], [-0.9, 0.9, 0.4], [0.5, 0.2, -0.3], [0.0, -0.5, -0.6], [-0.4, 0.2, -0.2], [-0.2, -0.1, 0.5], [-0.2, 0.3, -0.4], [0.4, 0.3, 0.7], [0.2, -0.2, 0.0], [1.0, -0.2, -0.2], [0.8, -1.7, 0.8], [0.8, 2.0, -1.5], [-1.4, -1.0, 1.0], [2.6, 1.0, 0.2], [-1.1, 0.6, 0.1], [-0.2, 0.2, -0.3], [-0.3, 0.2, -0.7], [-1.1, 0.1, 0.7], [0.2, -0.6, 0.2], [0.2, -0.4, 0.3], [-0.9, -0.5, -0.2], [-0.7, 0.2, -0.2], [0.0, 0.4, -0.2], [0.0, 0.1, 0.0], [1.4, -0.7, -0.2], [-0.7, -1.5, 0.6], [0.7, 1.5, 1.7], [-0.2, -0.3, 0.2], [0.3, -0.5, -0.3], [-0.2, 0.1, -0.6], [0.3, -0.1, -0.1], [-0.1, 1.1, 0.0], [-0.3, -0.2, 0.2], [-0.7, 0.1, -0.5], [-0.3, 0.0, -0.7], [-0.4, 0.0, -2.2], [-1.1, -0.6, 1.4], [0.6, 1.2, -1.6], [-0.3, 0.3, 0.4], [-0.1, 0.1, 1.9], [0.6, -1.1, 0.7], [-0.5, -0.2, 1.1], [0.0, 0.1, -0.4], [2.0, 1.7, 0.2], [0.4, -0.7, 0.6], [-1.1, -1.1, 0.6], [0.7, 0.2, -1.0], [-0.9, -0.2, -1.3], [0.1, 2.2, -1.6], [-1.6, -0.2, 1.4], [1.4, 1.0, 0.3], [-1.7, -0.3, -2.2], [1.2, -1.0, 1.0], [-0.2, -0.3, 1.0], [1.0, -1.5, 0.3], [0.4, -0.3, -0.4], [0.0, 0.0, 0.0], [0.1, 0.1, 0.3], [0.2, 0.3, -0.1], [0.1, 0.0, 0.2], [-0.8, 0.1, -0.1], [-0.3, -0.2, -0.4], [-2.0, -0.3, -0.2], [1.3, -0.5, 0.4], [1.0, -0.7, -0.2], [-0.9, 0.0, -0.1], [-1.8, -0.8, -0.5], [0.3, 0.3, -0.7], [-0.8, 0.4, 1.1], [1.6, 0.5, 0.1], [0.1, 0.4, 0.3], [1.0, 0.1, 0.6], [0.8, 0.7, -0.3], [0.0, 0.1, -0.3], [-0.4, -0.1, 1.0], [0.4, -1.1, 1.3], [0.1, 0.1, -1.1], [-0.3, 1.2, -0.7], [-0.3, -0.2, 1.0], [-0.1, -0.1, -0.2], [-0.2, 0.3, -0.7], [0.1, 0.7, -0.5], [0.2, -0.2, -0.1], [0.0, 0.0, -0.1], [0.4, -0.6, 0.4], [0.2, -0.8, 0.6], [-0.4, 0.2, 0.2], [-1.4, 0.1, 0.5], [0.8, -0.6, 0.0], [0.5, 0.8, -0.8], [-0.5, 0.9, 0.8], [0.4, 0.3, 0.3], [0.5, 0.1, -1.1], [-0.8, -0.2, 0.3], [0.2, 0.8, 0.3], [-0.6, -1.1, 0.2], [0.8, -0.5, -1.1], [-2.6, -0.9, -0.7], [0.3, 0.0, -0.1], [0.9, -1.1, -0.3], [0.5, 1.7, 0.8], [-1.4, 0.2, 0.3], [-0.5, 0.4, -0.3], [0.3, 0.0, -0.2], [1.0, -0.1, 0.6], [0.5, 0.8, 0.4], [0.1, -0.9, 0.6], [0.8, 0.2, 0.2], [0.1, -0.4, -1.3]]}